(1)
# C40H63HfN7O6SeSi

A structure of composition C40H63HfN7O6SeSi (ωB97M-V/def2-TZVPD, the OMol25 dataset).

Results
HOMO level, eV: -7.602
HOMO-LUMO gap, eV: 8.10
Relative energy (zero: lowest compared OMol25 entry of this formula, charge and spin), kJ/mol: 0.00
Net charge: 0
E_LUMO, eV: 0.49

Positions of all 119 atoms, in Å:
1 Hf 0.11 0.89 -1.03
2 C 3.33 -0.30 -0.26
3 N 2.81 0.85 -1.00
4 C 3.39 2.04 -0.34
5 C 3.32 0.77 -2.37
6 C 2.55 1.68 -3.30
7 N 1.15 1.24 -3.45
8 C 0.46 2.26 -4.27
9 C 1.12 -0.01 -4.24
10 H 4.43 -0.26 -0.23
11 H 3.02 -1.22 -0.73
12 H 2.95 -0.28 0.75
13 H 4.48 1.91 -0.24
14 H 2.95 2.12 0.65
15 H 3.18 2.95 -0.88
16 H 3.24 -0.26 -2.71
17 H 4.39 1.03 -2.39
18 H 3.04 1.69 -4.29
19 H 2.54 2.70 -2.92
20 H 0.99 2.39 -5.22
21 H 0.44 3.21 -3.74
22 H -0.55 1.94 -4.47
23 H 1.73 0.12 -5.15
24 H 0.10 -0.25 -4.52
25 H 1.51 -0.85 -3.67
26 C -2.52 3.42 -2.20
27 N -1.90 2.08 -2.25
28 C -2.56 1.24 -2.95
29 C -2.09 -0.10 -3.09
30 C -2.59 -1.16 -3.82
31 C -1.77 -2.26 -3.51
32 C -0.84 -1.80 -2.59
33 N -1.00 -0.48 -2.34
34 C -3.40 3.66 -1.00
35 C -4.78 3.52 -1.11
36 C -5.61 3.77 -0.03
37 C -5.07 4.16 1.19
38 C -3.69 4.30 1.31
39 C -2.87 4.04 0.23
40 H -3.12 3.56 -3.10
41 H -1.73 4.17 -2.21
42 H -3.47 1.52 -3.47
43 H -3.45 -1.13 -4.47
44 H -1.85 -3.27 -3.88
45 H -0.06 -2.36 -2.11
46 H -5.21 3.22 -2.06
47 H -6.68 3.65 -0.13
48 H -5.72 4.37 2.03
49 H -3.26 4.62 2.25
50 H -1.80 4.14 0.32
51 C -0.22 1.94 3.77
52 N -1.16 1.54 2.74
53 C -2.50 1.33 3.00
54 C -3.36 0.99 2.03
55 C -2.90 0.83 0.65
56 O -3.64 0.53 -0.27
57 N -1.54 1.04 0.46
58 C -0.72 1.38 1.46
59 O 0.50 1.52 1.15
60 H -0.65 1.69 4.74
61 H -0.02 3.01 3.72
62 H 0.71 1.40 3.64
63 H -2.79 1.46 4.03
64 H -4.40 0.84 2.25
65 Se 0.63 3.63 -1.14
66 C 0.74 4.62 0.49
67 C 1.35 4.23 1.69
68 C 1.36 5.10 2.77
69 N 0.83 6.32 2.76
70 C 0.26 6.70 1.62
71 C 0.20 5.91 0.49
72 H 1.79 3.26 1.81
73 H 1.84 4.79 3.69
74 H -0.18 7.69 1.60
75 H -0.29 6.29 -0.40
76 C 1.73 -3.80 3.42
77 C 1.37 -2.33 3.36
78 C 0.46 -1.95 4.52
79 C 2.63 -1.47 3.37
80 O 0.63 -2.04 2.17
81 Si 0.73 -2.32 0.56
82 O 0.50 -0.87 -0.11
83 O -0.36 -3.43 0.09
84 C -1.73 -3.70 0.46
85 C -2.50 -2.39 0.50
86 C -1.74 -4.39 1.81
87 C -2.28 -4.61 -0.62
88 O 2.17 -2.97 0.18
89 C 2.72 -4.11 -0.49
90 C 4.20 -4.12 -0.13
91 C 2.53 -3.94 -1.99
92 C 2.07 -5.41 -0.02
93 H 2.30 -4.01 4.33
94 H 2.35 -4.08 2.57
95 H 0.84 -4.42 3.42
96 H 0.93 -2.16 5.47
97 H -0.48 -2.51 4.46
98 H 0.22 -0.88 4.47
99 H 3.17 -1.59 4.31
100 H 2.37 -0.42 3.25
101 H 3.30 -1.76 2.55
102 H -2.05 -1.70 1.22
103 H -3.53 -2.56 0.80
104 H -2.50 -1.92 -0.49
105 H -1.37 -3.73 2.59
106 H -1.12 -5.29 1.78
107 H -2.76 -4.69 2.07
108 H -2.23 -4.12 -1.59
109 H -3.32 -4.87 -0.41
110 H -1.70 -5.54 -0.67
111 H 4.68 -3.19 -0.46
112 H 4.71 -4.96 -0.60
113 H 4.33 -4.20 0.95
114 H 2.88 -2.95 -2.30
115 H 1.49 -4.04 -2.26
116 H 3.11 -4.68 -2.54
117 H 2.25 -5.59 1.04
118 H 2.48 -6.25 -0.59
119 H 0.99 -5.38 -0.19

***

(2)
# C40H64BBrFN3O10S

A cluster of 3 separate species, C40H64BBrFN3O10S in total in a non-equilibrium geometry (ωB97M-V/def2-TZVPD, the OMol25 dataset).

Results
HOMO level (alpha / beta), eV: -8.859 / -9.039
HOMO-LUMO gap (alpha / beta), eV: 7.94 / 8.12
Net charge: 0
Spin multiplicity: 3
E_LUMO (alpha / beta), eV: -0.92 / -0.92

Positions of all 121 atoms, in Å:
1 C 1.46 -7.20 -7.74
2 C 0.67 -6.10 -6.92
3 C 1.18 -6.16 -5.41
4 Br 0.22 -7.52 -4.33
5 C 1.30 -4.77 -4.73
6 C 0.27 -3.90 -4.49
7 C -1.20 -4.18 -4.91
8 C -2.04 -5.03 -3.86
9 C -2.96 -6.02 -4.70
10 S -3.62 -7.41 -3.71
11 O -5.02 -7.61 -4.11
12 O -3.53 -7.13 -2.29
13 O -2.86 -8.82 -4.13
14 C 0.52 -2.51 -3.81
15 O -0.17 -1.55 -4.04
16 C 1.74 -2.42 -2.84
17 C 1.75 -1.43 -1.75
18 C 0.59 -0.45 -1.46
19 C 0.55 0.12 0.01
20 C 0.54 -0.97 1.13
21 N -0.54 -1.90 1.34
22 O 1.51 -1.04 1.86
23 C 2.95 -1.40 -0.93
24 C 4.09 -2.31 -1.14
25 C 5.29 -2.10 -0.16
26 B 6.54 -1.38 -0.90
27 O 6.76 -1.44 -2.30
28 O 7.46 -0.60 -0.18
29 C 4.09 -3.32 -2.23
30 C 5.28 -4.30 -2.46
31 C 5.77 -5.05 -1.14
32 F 4.74 -5.25 -0.21
33 C 2.89 -3.33 -3.07
34 C 2.73 -4.29 -4.29
35 O 3.67 -4.67 -4.97
36 H 0.91 -7.36 -8.71
37 H 2.48 -6.80 -7.97
38 H 1.49 -8.12 -7.11
39 H 0.96 -5.07 -7.28
40 H -0.44 -6.27 -6.98
41 H 2.23 -6.55 -5.49
42 H -1.71 -3.17 -4.97
43 H -1.33 -4.64 -5.92
44 H -1.43 -5.57 -3.10
45 H -2.75 -4.36 -3.29
46 H -3.78 -5.47 -5.23
47 H -2.31 -6.50 -5.49
48 H -3.36 -9.21 -4.88
49 H 0.75 0.44 -2.14
50 H -0.43 -0.84 -1.71
51 H -0.37 0.75 0.14
52 H 1.40 0.83 0.19
53 H -0.15 -2.59 1.99
54 H -1.28 -1.43 1.89
55 H 3.02 -0.64 -0.11
56 H 4.98 -1.36 0.63
57 H 5.59 -3.02 0.39
58 H 5.94 -1.28 -2.80
59 H 8.20 -0.33 -0.76
60 H 5.09 -5.09 -3.22
61 H 6.16 -3.71 -2.82
62 H 6.29 -6.01 -1.43
63 H 6.58 -4.40 -0.71
64 C -0.88 6.68 0.27
65 C -0.22 5.42 0.87
66 C 1.07 5.82 1.59
67 C 2.18 6.22 0.63
68 C 2.43 5.13 -0.40
69 C 1.17 4.62 -1.12
70 N 0.01 4.40 -0.19
71 O 0.20 3.23 0.41
72 C 0.74 5.62 -2.22
73 C 1.56 3.36 -1.90
74 C -1.25 4.94 1.91
75 H -1.29 7.31 1.07
76 H -0.20 7.33 -0.27
77 H -1.71 6.42 -0.39
78 H 1.43 4.98 2.21
79 H 0.87 6.64 2.29
80 H 1.93 7.17 0.13
81 H 3.10 6.41 1.19
82 H 3.15 5.50 -1.14
83 H 2.92 4.29 0.11
84 H -0.21 5.32 -2.67
85 H 1.48 5.63 -3.03
86 H 0.66 6.65 -1.88
87 H 2.00 2.59 -1.27
88 H 2.30 3.59 -2.67
89 H 0.69 2.92 -2.41
90 H -2.19 4.65 1.43
91 H -1.47 5.73 2.63
92 H -0.89 4.09 2.50
93 C -3.04 1.29 7.13
94 C -2.82 2.82 6.96
95 C -3.61 3.56 8.04
96 C -5.12 3.51 7.81
97 C -5.47 4.02 6.42
98 C -4.66 3.37 5.28
99 N -3.20 3.25 5.58
100 O -2.65 4.44 5.37
101 C -5.23 1.98 4.95
102 C -4.93 4.18 4.00
103 C -1.32 3.00 7.23
104 H -2.53 0.93 8.02
105 H -4.08 1.01 7.26
106 H -2.64 0.74 6.28
107 H -3.30 4.61 8.08
108 H -3.39 3.14 9.03
109 H -5.50 2.50 7.95
110 H -5.62 4.13 8.56
111 H -6.54 3.87 6.24
112 H -5.31 5.10 6.41
113 H -4.60 1.46 4.21
114 H -6.23 2.06 4.51
115 H -5.34 1.33 5.81
116 H -4.70 5.24 4.12
117 H -5.99 4.13 3.73
118 H -4.36 3.80 3.15
119 H -0.72 2.47 6.48
120 H -1.05 2.59 8.21
121 H -1.01 4.04 7.24

***

(3)
# C40H64N3O15

A structure of composition C40H64N3O15 in a non-equilibrium geometry (ωB97M-V/def2-TZVPD, the OMol25 dataset).

Results
HOMO level, eV: -10.823
HOMO-LUMO gap, eV: 7.14
Relative energy (zero: lowest compared OMol25 entry of this formula, charge and spin), kJ/mol: 273.63
Net charge: +1
E_LUMO, eV: -3.68

Positions of all 122 atoms, in Å:
1 C 0.44 1.40 -0.45
2 C -1.01 1.44 -0.90
3 C -1.20 0.84 -2.30
4 C -0.93 1.89 -3.36
5 N -0.26 -0.32 -2.43
6 N 0.86 -0.05 -3.09
7 C 1.78 -0.98 -3.14
8 C 1.64 -2.22 -2.51
9 C 2.75 -3.23 -2.56
10 O 2.39 -4.35 -3.32
11 C 1.83 -5.43 -2.57
12 C 0.45 -2.47 -1.87
13 C -0.53 -1.48 -1.84
14 C -1.82 -1.75 -1.15
15 C -2.89 -2.34 -2.12
16 N -3.97 -1.42 -2.48
17 H 0.72 0.39 -0.16
18 H 0.54 2.04 0.41
19 H 1.13 1.76 -1.21
20 H -1.33 2.47 -0.94
21 H -1.65 0.96 -0.16
22 H -2.21 0.50 -2.46
23 H 0.02 2.38 -3.22
24 H -1.01 1.49 -4.37
25 H -1.70 2.65 -3.24
26 H 2.69 -0.75 -3.67
27 H 2.99 -3.52 -1.53
28 H 3.65 -2.79 -2.98
29 H 0.87 -5.69 -3.00
30 H 1.70 -5.18 -1.53
31 H 2.48 -6.29 -2.64
32 H 0.26 -3.41 -1.39
33 H -1.60 -2.51 -0.41
34 H -2.21 -0.86 -0.66
35 H -2.42 -2.70 -3.03
36 H -3.32 -3.20 -1.61
37 H -3.87 -1.08 -3.42
38 H -4.00 -0.61 -1.88
39 O 3.55 0.31 -7.42
40 C 3.19 -0.82 -7.36
41 O 3.32 -1.56 -6.23
42 C 2.89 -2.92 -6.47
43 C 1.96 -2.84 -7.68
44 C 2.56 -1.67 -8.45
45 H 3.78 -3.53 -6.67
46 H 2.40 -3.30 -5.58
47 H 1.91 -3.77 -8.24
48 H 0.95 -2.58 -7.35
49 H 3.35 -1.98 -9.14
50 H 1.82 -1.09 -9.00
51 O 3.16 -7.15 -0.23
52 C 3.70 -6.37 0.49
53 O 3.56 -5.02 0.33
54 C 4.42 -4.32 1.27
55 C 4.67 -5.32 2.39
56 C 4.64 -6.65 1.64
57 H 5.33 -4.04 0.75
58 H 3.91 -3.42 1.60
59 H 5.60 -5.13 2.92
60 H 3.86 -5.28 3.11
61 H 5.61 -6.92 1.23
62 H 4.26 -7.47 2.24
63 O -0.64 4.05 1.11
64 C -0.91 5.12 0.63
65 O -1.17 6.20 1.38
66 C -1.56 7.32 0.55
67 C -0.98 7.00 -0.83
68 C -1.03 5.47 -0.85
69 H -2.65 7.37 0.54
70 H -1.18 8.23 0.98
71 H -1.52 7.48 -1.64
72 H 0.06 7.34 -0.87
73 H -1.99 5.10 -1.21
74 H -0.22 5.02 -1.41
75 O -2.29 8.19 3.34
76 C -2.90 7.52 4.12
77 O -4.20 7.75 4.42
78 C -4.64 6.85 5.46
79 C -3.68 5.66 5.38
80 C -2.39 6.33 4.91
81 H -4.58 7.37 6.41
82 H -5.67 6.58 5.26
83 H -3.60 5.13 6.33
84 H -4.03 4.96 4.63
85 H -1.79 6.71 5.75
86 H -1.78 5.69 4.29
87 O 3.98 -2.38 2.04
88 C 3.97 -1.17 2.02
89 O 4.49 -0.43 3.01
90 C 4.24 0.97 2.78
91 C 4.02 1.08 1.27
92 C 3.38 -0.27 0.95
93 H 3.36 1.26 3.36
94 H 5.10 1.54 3.13
95 H 3.41 1.94 1.00
96 H 4.98 1.17 0.76
97 H 2.30 -0.25 1.08
98 H 3.64 -0.63 -0.04
99 O 2.35 0.97 5.95
100 C 2.10 -0.19 6.12
101 O 1.67 -0.68 7.30
102 C 1.54 -2.11 7.23
103 C 1.39 -2.43 5.75
104 C 2.22 -1.31 5.11
105 H 2.45 -2.55 7.66
106 H 0.69 -2.41 7.83
107 H 1.71 -3.43 5.49
108 H 0.34 -2.32 5.46
109 H 3.27 -1.58 5.01
110 H 1.83 -0.99 4.15
111 O -5.45 0.98 -1.57
112 C -6.27 0.45 -0.88
113 O -5.94 -0.21 0.25
114 C -7.11 -0.84 0.82
115 C -8.29 -0.07 0.25
116 C -7.76 0.35 -1.12
117 H -7.11 -1.89 0.51
118 H -7.03 -0.79 1.90
119 H -9.20 -0.66 0.22
120 H -8.48 0.81 0.86
121 H -7.94 -0.40 -1.88
122 H -8.16 1.31 -1.46

***

(4)
# C40H65CuN4O2P2Si4Te

A structure of composition C40H65CuN4O2P2Si4Te in a non-equilibrium geometry (ωB97M-V/def2-TZVPD, the OMol25 dataset).

Results
HOMO level, eV: -5.513
HOMO-LUMO gap, eV: 4.30
Relative energy (zero: lowest compared OMol25 entry of this formula, charge and spin), kJ/mol: 217.73
Net charge: 0
E_LUMO, eV: -1.21

Positions of all 119 atoms, in Å:
1 Cu 0.42 -0.43 -0.13
2 C -1.49 3.11 -1.32
3 P -0.13 1.87 -1.22
4 C -0.03 1.49 -3.02
5 N -0.33 2.45 -3.87
6 C -0.21 2.18 -5.19
7 C -0.51 3.17 -6.13
8 C -0.39 2.90 -7.47
9 C 0.01 1.64 -7.91
10 C 0.33 0.65 -7.01
11 C 0.22 0.90 -5.63
12 N 0.52 -0.07 -4.74
13 C 0.38 0.22 -3.46
14 P 0.69 -1.12 -2.27
15 C 2.18 -1.90 -2.99
16 C -0.70 -2.32 -2.68
17 C -0.67 -2.86 -4.11
18 C -0.58 -3.46 -1.68
19 C -2.00 -1.54 -2.42
20 C 1.43 2.95 -1.08
21 C 1.54 3.45 0.36
22 C 2.60 2.01 -1.38
23 C 1.45 4.14 -2.03
24 H -1.35 3.76 -2.17
25 H -1.55 3.67 -0.39
26 H -2.42 2.55 -1.45
27 H -0.83 4.14 -5.77
28 H -0.62 3.67 -8.20
29 H 0.08 1.44 -8.97
30 H 0.65 -0.33 -7.34
31 H 2.10 -1.92 -4.08
32 H 2.31 -2.90 -2.59
33 H 3.04 -1.30 -2.69
34 H 0.13 -3.58 -4.23
35 H -0.53 -2.06 -4.83
36 H -1.61 -3.36 -4.32
37 H 0.39 -3.96 -1.78
38 H -1.35 -4.20 -1.86
39 H -0.67 -3.10 -0.65
40 H -2.10 -0.71 -3.11
41 H -2.01 -1.14 -1.40
42 H -2.86 -2.18 -2.54
43 H 1.72 2.64 1.05
44 H 0.63 3.97 0.67
45 H 2.37 4.16 0.44
46 H 2.51 1.09 -0.79
47 H 3.55 2.49 -1.13
48 H 2.62 1.74 -2.44
49 H 0.77 4.92 -1.70
50 H 1.16 3.85 -3.04
51 H 2.45 4.55 -2.07
52 O 6.42 -2.83 2.84
53 C 5.29 -3.58 2.97
54 O 5.39 -4.73 3.32
55 C 4.00 -2.93 2.68
56 C 3.87 -1.69 2.05
57 C 2.64 -1.19 1.73
58 C 1.45 -1.89 2.03
59 C 1.58 -3.10 2.74
60 C 2.82 -3.61 3.03
61 N 0.29 -1.32 1.62
62 C -0.93 -1.93 1.79
63 C -2.12 -1.28 1.60
64 C -3.34 -2.03 1.54
65 C -4.51 -1.48 1.14
66 C -4.53 -0.09 0.83
67 C -3.39 0.62 0.99
68 N -2.21 0.10 1.40
69 H 6.23 -1.92 2.61
70 H 4.74 -1.10 1.78
71 H 2.54 -0.23 1.24
72 H 0.71 -3.65 3.06
73 H 2.92 -4.56 3.53
74 H -0.97 -2.98 2.04
75 H -3.27 -3.09 1.77
76 H -5.41 -2.06 1.06
77 H -5.43 0.40 0.50
78 H -3.35 1.69 0.80
79 C -1.47 5.37 2.79
80 Si -0.73 4.44 4.30
81 C 1.17 4.57 4.12
82 C -1.23 5.43 5.86
83 Si -1.44 2.15 4.39
84 Te -0.78 1.47 1.97
85 Si -3.80 1.97 4.74
86 C -4.27 2.60 6.48
87 C -4.74 3.08 3.49
88 C -4.42 0.17 4.59
89 Si -0.07 0.99 5.97
90 C -0.65 -0.81 6.28
91 C -0.14 1.94 7.63
92 C 1.76 0.89 5.42
93 H -0.87 6.22 2.50
94 H -2.47 5.72 2.99
95 H -1.52 4.70 1.93
96 H 1.49 5.57 3.83
97 H 1.54 3.88 3.37
98 H 1.66 4.34 5.06
99 H -0.86 6.45 5.83
100 H -0.83 4.96 6.75
101 H -2.31 5.48 5.96
102 H -3.93 3.61 6.64
103 H -3.82 1.98 7.25
104 H -5.34 2.58 6.64
105 H -4.56 4.13 3.71
106 H -5.81 2.91 3.52
107 H -4.41 2.90 2.48
108 H -3.96 -0.46 5.35
109 H -4.17 -0.26 3.63
110 H -5.50 0.10 4.71
111 H -1.64 -0.83 6.72
112 H 0.02 -1.33 6.96
113 H -0.68 -1.37 5.35
114 H -1.17 2.09 7.95
115 H 0.32 2.92 7.53
116 H 0.38 1.41 8.42
117 H 1.85 0.38 4.47
118 H 2.36 0.35 6.15
119 H 2.19 1.88 5.31

***

The total energy results, record by record, are as follows: -5136.12769 -5576.03519 -2855.17898 -5681.99518 Ha.